[1]
10
Properties=species:S:1:pos:R:3:nbo_charge:R:1 method="wB97M-V/def2-TZVPD" energy_ha=-594.5225 molar_mass_da=210.0 e_homo_ev="-9.2126 / -9.3874" relative_energy_kcal_mol=86.3
C 0.93856 -1.52282 -0.05879 0.147
C 0.93554 0.56913 0.29857 0.175
N 1.75917 -0.47021 0.18575 -0.454
N -0.32978 -1.19138 -0.15963 -0.293
N -0.29979 0.10905 0.08575 -0.085
N -1.42408 0.90115 0.31746 -0.407
I -3.10606 0.09946 -0.48411 0.378
H 1.33513 -2.50155 -0.24789 0.207
H 1.12445 1.49126 0.63050 0.208
H -0.93314 2.51590 -0.56761 0.123



[2]
10
Properties=species:S:1:pos:R:3:nbo_charge:R:1 method="wB97M-V/def2-TZVPD" energy_ha=-594.5406 molar_mass_da=210.0 e_homo_ev="-7.8380 / -8.0867" relative_energy_kcal_mol=74.9
C 0.39394 -0.73689 0.47306 -0.082
C 1.21563 0.16102 -0.25586 -0.362
N -0.86304 -0.90599 0.36813 -0.249
N 0.57762 1.42320 -0.03241 -0.016
N -0.45788 1.89283 0.17159 0.181
N -1.56890 -0.22841 -0.41245 -0.455
I -3.57005 -0.33216 -0.12960 0.247
H 0.95462 -1.31239 1.19879 0.189
H 2.31155 0.25508 -0.00869 0.258
H 1.00649 -0.21629 -1.37256 0.288



[3]
7
Properties=species:S:1:pos:R:3:nbo_charge:R:1 method="wB97M-V/def2-TZVPD" energy_ha=-450.8882 smiles="C=C=O.I" molar_mass_da=169.9 e_homo_ev=-9.4423 relative_energy_kcal_mol=25.5
C -1.18858 -0.12975 -0.45067 -0.793
C -1.33703 -1.15836 0.29394 0.718
O -1.46721 -2.01046 1.06055 -0.455
H -2.03636 0.44429 -0.47522 0.257
H -0.20808 0.17051 -0.90378 0.270
I 2.55196 0.80690 0.33991 -0.097
H 3.68529 1.87687 0.13528 0.100